No. 1
Here is a 2-piece molecular cluster, C2H8NO overall at a distorted geometry from the Open Molecules 2025 dataset. Energies are from the ωB97M-V functional and the def2-TZVPD basis.

Atoms and positions in Å:
O -2.312 1.861 -0.671
N 0.982 0.160 0.169
C -0.180 0.085 -0.679
C 1.261 -1.037 0.920
H -1.227 0.292 -0.307
H 1.690 -1.785 0.253
H 2.055 -0.826 1.657
H 0.868 0.955 0.785
H -0.161 0.948 -1.324
H -3.160 1.662 -1.106
H 0.446 -1.464 1.521
H -0.263 -0.853 -1.219

Values from the calculation:
* 2S+1: 2
* energy: -210.8637 Ha
* HOMO-LUMO gap (alpha / beta): 9.74 / 6.64 eV
* LUMO (alpha / beta): 0.0365 / -0.0753 Ha
* energy relative to the best compared isomer or geometry (same formula, charge and spin): 1.812 eV
* <S²>: 0.754

Atomic partial charges in e from the Löwdin method, atoms 1 to 6:
1 O -0.042
2 N -0.167
3 C -0.170
4 C -0.166
5 H 0.056
6 H 0.074

No. 2
Here is a 5-piece molecular cluster, C29H36F32N4O5PS overall at a distorted geometry from the Open Molecules 2025 dataset. Energies are from the ωB97M-V functional and the def2-TZVPD basis.

Atoms and positions in Å:
S -2.238 1.731 -3.268
P -1.321 2.397 -1.678
F 7.602 -2.061 -10.513
F -6.098 2.332 11.368
F -6.874 0.429 12.043
F 5.990 -3.618 -7.773
F -4.514 4.427 3.079
F 5.546 -3.975 -9.849
F 7.991 -0.500 -6.122
F 4.998 -1.550 -13.576
F 8.035 -2.833 -3.085
F -8.381 0.559 14.202
F -6.645 0.479 7.542
F 3.381 -0.484 -11.651
F 5.489 -0.369 -11.147
F -8.865 -1.504 14.673
F 6.655 -4.228 -4.018
F -10.851 -1.482 12.703
F -8.875 -1.139 11.922
F -4.116 2.552 4.092
F -5.392 0.754 5.789
F -8.502 3.012 10.259
F -6.020 2.357 2.127
F 6.450 -0.698 -4.126
F -6.923 2.030 4.062
F 8.932 -0.231 -3.407
F 5.797 -3.009 -12.194
F 10.048 -0.653 -6.738
F 9.622 1.301 -4.780
F 8.276 -3.787 -9.381
F 5.395 -2.095 -2.854
F -8.625 2.657 12.398
F -7.136 2.968 6.411
F -6.132 3.120 8.309
O -4.949 3.501 6.489
O -10.331 0.573 12.098
O 9.248 -2.238 -5.431
O 5.196 -1.938 -8.956
O 0.698 0.494 2.006
N 1.865 -0.529 -4.397
N 2.290 -2.588 -2.922
N -0.798 2.049 0.931
N 3.050 -2.431 -5.181
C -5.620 1.213 7.033
C 4.460 -1.238 -11.289
C 9.213 -0.855 -5.691
C 7.188 -2.975 -4.134
C -0.099 -0.375 -1.504
C -5.048 3.519 3.945
C 6.046 -3.057 -9.004
C -1.214 -0.160 -0.381
C 4.129 -1.854 -9.912
C -7.055 1.400 11.128
C 0.693 -1.737 -1.099
C -5.233 4.247 5.295
C -8.445 2.033 11.209
C 8.006 -2.960 -5.444
C -1.542 2.485 2.139
C 7.497 -2.680 -9.320
C -6.318 2.961 3.300
C -5.973 2.703 7.032
C 6.034 -1.976 -4.047
C 4.730 -2.223 -12.428
C 2.184 -1.687 -1.728
C -9.828 -0.598 12.699
C -9.363 -0.363 14.140
C 2.425 -1.854 -4.174
C -1.643 1.367 -0.098
C 1.804 2.057 0.526
C 9.693 -0.022 -4.498
C 0.476 1.447 1.209
C -9.643 1.093 10.950
H -6.869 0.981 10.135
H 8.308 -3.996 -5.619
H -1.017 -0.751 0.578
H 3.366 -3.375 -4.903
H 10.727 -0.269 -4.242
H -1.224 1.925 3.082
H 7.901 -2.011 -8.555
H 0.152 -2.662 -1.471
H 3.589 -2.799 -9.999
H -1.825 3.724 -1.392
H 1.580 3.139 0.294
H 5.297 -2.153 -4.838
H -6.192 4.765 5.360
H -4.726 1.025 7.632
H 7.395 -2.703 -6.309
H 3.176 -3.089 -2.815
H 0.699 0.422 -1.551
H 0.842 -0.579 -4.262
H 3.861 -2.860 -12.612
H -2.164 -0.648 -0.807
H -1.252 3.582 2.324
H 0.858 -1.784 0.031
H -10.191 -0.019 14.764
H -9.407 0.308 10.228
H -4.486 5.045 5.306
H 2.148 1.465 -0.374
H -10.399 1.707 10.452
H 2.625 1.930 1.312
H 1.987 -0.311 -5.393
H -0.574 -0.608 -2.513
H 2.511 -0.612 -1.947
H -7.037 3.760 3.090
H 2.953 -2.064 -0.966
H -2.653 2.420 1.962
H 3.416 -1.170 -9.444
H 0.103 2.571 -1.848

Values from the calculation:
* energy: -5657.0493 Ha
* HOMO-LUMO gap: 4.88 eV
* LUMO: 0.0625 Ha
* total charge: -1

Atomic partial charges in e from the Löwdin method, atoms 1 to 6:
1 S -0.043
2 P 0.258
3 F 0.105
4 F 0.093
5 F 0.095
6 F 0.131

No. 3
Here is C13H31AlBO5 as an isolated structure from the Open Molecules 2025 dataset. Energies are from the ωB97M-V functional and the def2-TZVPD basis.

Atoms and positions in Å:
Al -0.801 -4.841 -2.646
O -1.528 2.095 1.847
O 0.886 -5.645 -5.180
O 0.846 5.419 3.639
O -2.736 -2.886 0.204
O 1.852 -0.317 -1.136
C -1.379 -0.941 0.042
C -2.301 2.635 2.601
C -0.833 -2.881 1.629
C 1.636 -0.007 -3.486
C -0.117 -7.742 -4.241
C -3.660 2.035 2.892
C 1.519 6.363 3.300
C -1.766 -2.286 0.595
C 2.100 -0.733 -2.245
C 1.739 7.550 4.211
C -1.963 3.936 3.292
C 2.181 6.414 1.943
C 2.857 -2.020 -2.458
B 0.035 -6.161 -4.158
H -1.335 -0.185 0.829
H 2.493 0.262 -4.107
H -1.555 -5.715 -1.485
H -0.395 -1.019 -0.422
H 1.095 0.892 -3.201
H 1.828 7.284 1.386
H -3.760 1.833 3.961
H -2.107 -0.638 -0.707
H -0.967 4.256 3.006
H 0.166 -2.987 1.203
H 3.123 -2.450 -1.496
H 1.796 -5.898 -4.983
H 0.515 -4.081 -1.978
H -3.780 1.109 2.336
H 1.948 5.509 1.389
H -2.001 3.808 4.375
H -1.820 -3.742 -3.294
H 1.370 8.460 3.736
H 3.263 6.502 2.057
H -1.038 -8.118 -3.788
H -4.448 2.735 2.605
H 1.215 7.392 5.150
H 0.720 -8.179 -3.672
H -0.015 -8.094 -5.275
H -1.203 -3.859 1.927
H -0.768 -2.226 2.501
H -2.691 4.701 3.010
H 3.763 -1.832 -3.041
H 2.805 7.678 4.407
H 2.233 -2.730 -3.005
H 0.981 -0.656 -4.069

Values from the calculation:
* energy: -1157.4154 Ha
* HOMO-LUMO gap: 5.48 eV
* LUMO: 0.0714 Ha
* total charge: -1

Atomic partial charges in e from the Löwdin method, atoms 1 to 6:
1 Al 0.207
2 O 0.077
3 O -0.057
4 O 0.065
5 O 0.042
6 O 0.046

No. 4
Here is C45H126NNaO19 as an isolated structure at a distorted geometry from the Open Molecules 2025 dataset. Energies are from the ωB97M-V functional and the def2-TZVPD basis.

Atoms and positions in Å:
Na 17.230 14.141 15.831
O 18.413 14.990 13.951
O 16.063 21.026 19.052
O 19.073 11.388 10.742
O 18.838 17.722 13.639
O 19.029 20.087 15.061
O 17.796 12.142 15.021
O 18.053 15.459 19.763
O 19.039 15.142 17.019
O 15.734 10.023 13.749
O 11.891 19.649 9.946
O 15.077 15.400 18.972
O 18.042 22.243 13.538
O 10.098 12.537 10.542
O 14.944 14.897 16.173
O 14.553 14.511 8.026
O 8.456 16.695 14.791
O 10.472 21.595 14.890
O 14.740 12.082 16.828
O 12.183 15.004 17.410
N 15.366 15.453 14.938
C 16.300 17.373 16.057
C 12.412 12.687 9.962
C 20.399 15.352 16.704
C 20.434 14.888 12.604
C 9.542 15.537 13.053
C 14.018 15.785 19.826
C 15.276 15.382 8.868
C 12.282 20.056 14.383
C 13.890 17.478 15.616
C 17.697 11.285 10.996
C 13.319 10.393 17.837
C 18.920 14.502 12.757
C 16.926 12.281 10.128
C 18.199 16.897 19.752
C 15.505 17.572 13.674
C 8.335 15.596 13.882
C 11.035 15.697 16.891
C 19.696 10.883 13.984
C 18.515 18.481 12.488
C 21.342 14.557 17.628
C 14.348 9.945 13.755
C 15.250 20.082 18.359
C 19.921 19.307 17.129
C 11.946 17.333 10.387
C 13.777 11.878 17.912
C 18.372 17.553 11.274
C 19.086 11.588 15.210
C 12.100 18.748 10.996
C 13.022 14.734 14.141
C 15.209 16.952 15.052
C 11.347 12.945 11.028
C 16.830 22.473 14.325
C 13.793 8.492 13.332
C 19.235 20.495 16.377
C 14.490 16.297 21.197
C 14.590 16.944 12.611
C 19.649 17.334 20.131
C 14.562 14.789 13.902
C 11.438 21.233 13.891
C 16.013 21.218 14.313
C 14.811 15.433 12.511
C 16.673 15.643 8.334
C 13.766 20.522 18.358
C 10.160 16.152 18.106
C 15.074 13.289 13.731
H 10.260 11.624 10.242
H 16.327 23.268 13.799
H 20.549 15.964 12.491
H 21.119 14.765 18.667
H 20.597 15.012 15.684
H 15.340 14.988 9.905
H 12.620 10.180 18.667
H 21.328 13.484 17.528
H 19.289 19.250 12.291
H 9.252 16.645 17.775
H 13.923 8.361 12.246
H 11.029 20.998 12.891
H 16.830 11.987 9.087
H 16.060 9.861 12.878
H 13.545 17.123 12.849
H 7.410 15.738 13.311
H 13.768 21.591 18.139
H 7.653 16.842 15.303
H 15.391 18.667 13.778
H 13.645 16.705 21.738
H 18.277 20.726 16.861
H 10.935 17.333 9.918
H 9.673 16.455 12.497
H 19.694 11.559 13.124
H 10.720 16.892 18.673
H 13.757 17.082 16.629
H 11.729 19.143 14.605
H 14.608 12.592 14.438
H 11.331 14.021 11.231
H 14.739 12.936 12.742
H 12.095 22.087 13.752
H 12.834 10.160 16.872
H 19.674 12.355 15.694
H 15.706 21.154 19.912
H 16.608 20.358 14.639
H 19.286 18.442 17.043
H 12.595 14.266 13.252
H 17.476 17.388 20.412
H 15.689 20.996 13.323
H 17.117 22.875 15.322
H 19.363 17.130 11.005
H 12.693 8.436 13.442
H 19.884 17.033 21.161
H 16.148 13.230 13.783
H 18.363 15.988 13.917
H 17.669 16.718 11.483
H 14.678 16.281 8.867
H 15.951 12.345 10.544
H 19.052 10.851 15.982
H 13.425 12.979 10.223
H 18.834 13.430 12.857
H 12.917 12.524 17.755
H 18.884 18.390 14.352
H 8.195 14.675 14.412
H 17.518 11.522 12.050
H 16.577 18.421 15.937
H 14.755 13.005 16.535
H 19.491 18.410 20.155
H 17.599 19.046 12.593
H 17.872 18.199 10.507
H 15.969 17.248 17.103
H 14.318 7.732 13.921
H 14.987 13.656 7.956
H 13.877 10.690 13.063
H 16.615 16.119 7.325
H 12.935 15.043 16.782
H 14.913 15.265 18.017
H 13.955 10.185 14.760
H 15.815 15.203 12.204
H 14.848 15.501 21.857
H 10.404 15.459 13.728
H 9.968 15.324 18.782
H 19.063 9.989 13.716
H 18.931 15.035 17.976
H 19.538 10.723 11.257
H 13.031 17.353 14.962
H 17.271 16.396 8.899
H 20.913 14.386 11.747
H 12.001 16.543 11.145
H 18.409 23.112 13.288
H 17.935 17.266 18.732
H 14.157 9.696 17.981
H 11.358 18.882 11.781
H 14.063 14.994 11.867
H 11.558 12.410 11.941
H 12.846 20.302 15.280
H 15.116 21.442 14.915
H 17.255 14.720 8.269
H 12.764 14.087 14.974
H 17.157 15.202 19.507
H 17.187 16.778 15.816
H 11.706 20.565 10.197
H 14.265 12.029 18.907
H 18.983 20.868 14.499
H 9.769 20.919 14.987
H 18.335 14.803 11.859
H 10.455 15.048 16.178
H 15.159 17.155 21.040
H 12.159 13.151 9.028
H 12.576 15.727 14.290
H 14.114 18.550 15.743
H 20.593 16.460 16.684
H 22.348 14.879 17.416
H 20.935 14.615 13.524
H 13.077 19.824 13.673
H 16.532 17.263 13.524
H 13.456 16.592 19.290
H 15.561 20.090 17.310
H 20.392 17.005 19.435
H 13.303 20.327 19.314
H 13.161 19.959 17.641
H 20.895 19.105 16.676
H 13.321 14.967 19.957
H 20.705 10.568 14.243
H 17.474 13.220 10.214
H 20.054 19.627 18.151
H 9.447 14.646 12.421
H 12.718 17.203 9.636
H 14.587 17.488 11.675
H 12.482 11.615 9.783
H 17.082 11.497 14.895
H 13.111 18.865 11.442
H 19.837 21.409 16.446
H 15.302 19.068 18.781
H 17.302 10.253 10.912
H 11.367 16.626 16.357

Values from the calculation:
* energy: -3436.5877 Ha
* HOMO-LUMO gap: 7.06 eV
* LUMO: 0.0079 Ha

Atomic partial charges in e from the Löwdin method, atoms 1 to 6:
1 Na 0.336
2 O -0.108
3 O -0.072
4 O -0.069
5 O -0.109
6 O -0.111

No. 5
Here is an isolated ion of composition C4H10NO and charge +2 at a distorted geometry from the Open Molecules 2025 dataset. Energies are from the ωB97M-V functional and the def2-TZVPD basis.

Atoms and positions in Å:
O 1.196 -0.183 2.011
N -1.356 1.406 -1.724
C 1.525 -1.073 0.956
C -0.614 -0.503 -0.236
C 0.827 -0.537 -0.424
C -1.487 0.696 -0.501
H -1.069 -1.463 -0.511
H 0.273 0.033 1.868
H 1.183 0.495 -0.530
H 1.142 -1.153 -1.273
H 1.244 -2.107 1.190
H -1.296 1.394 0.373
H -0.507 1.407 -2.299
H -2.508 0.391 -0.216
H -2.220 1.835 -2.080
H 2.612 -1.097 0.861

Values from the calculation:
* 2S+1: 2
* energy: -287.4857 Ha
* HOMO-LUMO gap (alpha / beta): 6.50 / 5.99 eV
* LUMO (alpha / beta): -0.4808 / -0.5030 Ha
* total charge: +2
* energy relative to the best compared isomer or geometry (same formula, charge and spin): 4.257 eV
* <S²>: 0.759

Atomic partial charges in e from the Löwdin method, atoms 1 to 6:
1 O 0.051
2 N 0.395
3 C -0.106
4 C 0.152
5 C -0.057
6 C -0.114

No. 6
Here is a 2-piece molecular cluster, C6H9N3 overall at a distorted geometry from the Open Molecules 2025 dataset. Energies are from the ωB97M-V functional and the def2-TZVPD basis.

Atoms and positions in Å:
N -0.005 0.804 0.274
N 2.117 2.160 -0.561
N 1.477 1.285 -1.503
C -1.085 -0.711 1.795
C -2.091 -1.885 2.340
C 0.502 0.608 -0.918
C -0.611 -0.526 0.569
C -0.703 -1.254 -0.674
C 0.129 -0.683 -1.660
H -2.733 -1.284 3.059
H -0.995 -2.238 -0.887
H 0.445 -0.925 -2.707
H 1.791 2.466 0.582
H 1.347 1.726 -2.395
H -0.776 0.318 2.457
H -2.835 -2.084 1.296
H -1.715 -2.860 2.980
H 3.496 1.852 -0.560

Values from the calculation:
* energy: -398.0232 Ha
* HOMO-LUMO gap: 8.27 eV
* LUMO: 0.0045 Ha
* energy relative to the best compared isomer or geometry (same formula, charge and spin): 6.865 eV

Atomic partial charges in e from the Löwdin method, atoms 1 to 6:
1 N 0.109
2 N -0.142
3 N -0.084
4 C -0.094
5 C -0.115
6 C -0.450

No. 7
Here is a 2-piece molecular cluster, C4H8O3 overall from the Open Molecules 2025 dataset. Energies are from the ωB97M-V functional and the def2-TZVPD basis.

Atoms and positions in Å:
O -0.096 2.098 -0.838
O -2.888 -0.826 0.715
O -1.021 1.053 1.518
C -0.685 0.095 0.852
C 0.726 -0.216 0.476
C 1.069 -0.814 -0.901
C -1.714 -0.997 0.524
H 1.445 -0.045 -1.584
H 0.677 2.665 -0.751
H -0.495 2.109 0.046
H 0.219 -1.292 -1.402
H 1.364 0.641 0.705
H 0.855 -0.956 1.295
H 1.850 -1.568 -0.771
H -1.307 -1.947 0.114

Values from the calculation:
* energy: -382.8899 Ha
* HOMO-LUMO gap: 9.30 eV
* LUMO: -0.0212 Ha
* SMILES: CCC(=O)C=O.O
* energy relative to the best compared isomer or geometry (same formula, charge and spin): 2.039 eV

Atomic partial charges in e from the Löwdin method, atoms 1 to 6:
1 O -0.049
2 O 0.111
3 O 0.092
4 C -0.388
5 C -0.192
6 C -0.082

No. 8
Here is a 2-piece molecular cluster, C5H10O2 overall from the Open Molecules 2025 dataset. Energies are from the ωB97M-V functional and the def2-TZVPD basis.

Atoms and positions in Å:
O -2.069 1.352 -0.914
O -0.753 -0.896 0.363
C 0.033 0.077 0.924
C -0.066 -1.506 -0.739
C 0.985 -0.488 -1.171
C 1.333 0.179 0.163
C -0.390 0.793 1.963
H 0.532 0.240 -1.850
H -1.569 1.882 -0.280
H -1.353 0.595 2.422
H 0.240 1.566 2.389
H 1.667 1.215 0.062
H 1.844 -0.955 -1.662
H 0.386 -2.444 -0.392
H -2.131 0.500 -0.460
H 2.118 -0.379 0.690
H -0.807 -1.731 -1.509

Values from the calculation:
* energy: -346.9700 Ha
* HOMO-LUMO gap: 9.86 eV
* LUMO: 0.0336 Ha
* SMILES: C=C1CCCO1.O
* energy relative to the best compared isomer or geometry (same formula, charge and spin): 1.508 eV

Atomic partial charges in e from the Löwdin method, atoms 1 to 6:
1 O -0.058
2 O -0.080
3 C -0.395
4 C -0.162
5 C -0.152
6 C -0.114